Density functional theory data (ωB97M-V with the def2-TZVPD basis set) for a structure of composition C37H39N3O4SSiW.

Positions of all 86 atoms, in Å:
H -2.292 4.724 0.923
C -0.261 1.553 -2.431
O -1.774 -0.291 0.192
H -4.463 -0.186 0.001
S -2.642 -0.510 1.499
C -4.187 0.203 0.978
H -2.035 -2.384 3.449
H -1.517 4.535 -0.646
H -4.046 1.282 0.939
C 1.720 3.350 -3.197
H 2.961 -0.605 -0.070
C -2.975 -2.230 1.517
C 3.781 1.776 1.414
H 1.398 -0.485 -2.719
C 4.137 -3.923 1.817
H -1.009 3.165 3.394
H 6.986 -2.192 2.413
O 1.369 -1.148 3.827
H -2.499 3.225 0.011
O 2.240 -0.358 0.525
H -1.105 0.926 -2.148
H -1.292 1.600 2.653
C 3.828 2.475 4.096
H 1.257 5.200 0.488
Si -0.268 3.313 1.090
H -4.317 -6.663 2.547
H 2.827 0.614 4.452
H 3.780 1.521 0.361
H 0.342 2.080 3.149
C -3.340 -4.978 1.674
C 0.480 -4.886 -3.655
C 3.240 -2.871 1.815
C 0.024 1.748 -3.783
H 3.787 -4.935 1.670
H -0.559 1.226 -4.530
C -0.229 -2.607 -0.827
C 0.428 -3.717 -2.828
C 0.946 -1.423 -2.429
H 6.192 -4.499 2.040
C 1.479 3.139 -1.855
H 1.973 4.138 1.725
C -2.526 -2.917 2.643
C -0.590 2.433 2.698
C 3.240 1.279 3.706
H -4.249 -4.793 -0.262
C 5.489 -3.676 2.029
C 4.405 3.314 3.154
C 5.037 -1.323 2.235
H 1.502 -2.458 -4.207
C 4.381 2.961 1.812
H -0.644 -4.666 -1.211
C -2.715 -4.286 2.714
H 4.877 4.236 3.465
C 3.686 -1.564 2.022
H -4.936 -0.049 1.728
O 0.248 -0.636 1.970
C 2.683 -0.435 1.941
C 1.047 4.585 1.363
N 0.252 2.003 -0.070
H 4.836 3.607 1.073
W 0.236 0.148 0.200
H -3.921 -2.364 -0.423
H 2.475 4.062 -3.502
N 0.321 -1.445 -1.234
C -0.191 -3.758 -1.583
H -2.653 -6.970 2.076
H 5.390 -0.316 2.414
C 3.212 0.925 2.361
H 2.057 3.650 -1.097
H -3.921 -6.879 0.843
C 1.387 -0.788 2.696
C 5.936 -2.382 2.238
C -3.568 -6.455 1.781
H 0.679 5.255 2.146
C -3.589 -2.896 0.459
C 0.483 2.236 -1.465
C 1.002 2.646 -4.166
C -3.762 -4.264 0.548
C 1.004 -2.523 -3.250
C -1.785 4.009 0.273
H 1.197 2.825 -5.215
N 0.514 -5.825 -4.314
H -0.721 -2.603 0.136
H 3.849 2.741 5.144
H 2.181 -3.071 1.676
H -2.380 -4.826 3.590

Total charge: +2
F_max in eV/A: 0.829
E in eV: -72189.4080
Energy above the lowest of the compared OMol25 structures with the same formula, charge and spin in kJ/mol: 34.63
HOMO level in eV: -13.28